[1]
A 2-piece molecular cluster, C4H8N2O2 overall in a non-equilibrium geometry, computed with ωB97M-V/def2-TZVPD.

Geometry as XYZ:
```
16
C4H8N2O2 | the Open Molecules 2025 dataset | ωB97M-V/def2-TZVPD
C -1.0174 1.1185 0.5628
C 0.5665 -0.6175 -0.6883
C 0.9092 0.5166 0.0145
N 1.4170 -1.3023 -1.5432
C -0.8368 -0.8806 -0.6929
O -1.2658 0.6200 1.8663
O -1.5696 -1.4702 0.2758
N 1.8124 1.3912 0.0129
H -0.4793 0.7855 2.4022
H -1.3275 -1.1120 1.1555
H 2.2886 -0.8360 -1.7550
H 1.5067 -2.2996 -1.4096
H 1.8931 1.9430 0.8659
H -1.9638 1.1103 0.0275
H -0.6423 2.1400 0.5640
H -1.2910 -1.1069 -1.6585
```

Properties
LUMO (spin up / spin down) ... 0.27 / 0.27 eV
ΔE to the lowest compared entry with this formula, charge and spin ... 143.5 kcal per mole
Gap between HOMO and LUMO (spin up / spin down) ... 8.066 / 8.069 eV

=====

[2]
A 2-piece molecular cluster, C3H8N2O2 overall, computed with ωB97M-V/def2-TZVPD.

Geometry as XYZ:
```
15
C3H8N2O2 | the Open Molecules 2025 dataset | ωB97M-V/def2-TZVPD
N 0.7081 -1.9867 1.4107
C 0.4192 -1.2528 0.2107
O 1.5526 -0.4819 -0.0296
N -0.7711 -0.3831 0.3592
C -1.4069 -0.1457 -0.7106
C 0.0694 2.4057 -0.3648
O 0.8501 1.9903 -1.1930
H 1.1809 -1.3420 2.0395
H -0.1565 -2.2705 1.8604
H 0.2215 -1.9676 -0.6091
H -2.2829 0.5073 -0.6865
H -1.1012 -0.5222 -1.6972
H 0.0316 2.0072 0.6616
H -0.6725 3.1798 -0.6276
H 1.3577 0.2622 -0.6237
```

Properties
SMILES string ... C=N[C@H](N)O.C=O
LUMO ... 0.40 eV
ΔE to the lowest compared entry with this formula, charge and spin ... 63.3 kcal per mole
Gap between HOMO and LUMO ... 10.037 eV

=====

[3]
A 2-piece molecular cluster, C5H15NO3P overall in a non-equilibrium geometry, computed with ωB97M-V/def2-TZVPD.

Geometry as XYZ:
```
25
C5H15NO3P | the Open Molecules 2025 dataset | ωB97M-V/def2-TZVPD
C -0.3198 0.8511 0.9264
C 1.1821 2.1985 -0.6559
C -1.9341 -2.2158 0.9329
C 0.0818 2.3801 0.4238
C 2.9615 -2.7256 -0.3987
N -1.9878 0.8203 -1.5522
O -0.1336 -1.0227 -1.0823
O -2.3021 -0.9392 0.2126
O 1.9693 -2.0659 0.0049
P -1.1776 -0.0787 -0.4262
H -0.9548 1.0648 1.7239
H 1.2886 3.1346 -1.1910
H 2.0547 1.8741 -0.1198
H 0.8378 1.5543 -1.5258
H -1.7268 -1.8118 1.8964
H -1.0580 -2.5213 0.3905
H -2.6581 -2.9202 0.9432
H -0.7369 3.0949 0.1062
H 0.7006 2.8013 1.3297
H 3.2403 -2.8827 -1.4880
H 3.8513 -3.1515 0.2046
H -1.8665 0.7287 -2.5894
H 0.5364 0.2206 1.0193
H -1.9162 1.8428 -1.3593
H 0.5675 -1.5484 -0.5300
```

Properties
LUMO ... -3.65 eV
Total charge ... +1
ΔE to the lowest compared entry with this formula, charge and spin ... 14.0 kcal per mole
Gap between HOMO and LUMO ... 10.995 eV

=====

[4]
A 16-piece molecular cluster, C2H34O16 overall in a non-equilibrium geometry, computed with ωB97M-V/def2-TZVPD.

Geometry as XYZ:
```
52
C2H34O16 | the Open Molecules 2025 dataset | ωB97M-V/def2-TZVPD
C -2.1092 0.0118 -0.5250
C -2.6697 -0.3896 -1.6948
O -2.9444 -1.7589 -1.4402
H -1.3133 0.8733 -0.4319
H -2.1138 -0.5496 0.4376
H -2.9156 0.2276 -2.4990
H -3.7424 -2.2973 -1.7823
H -1.7733 -3.2481 -2.7956
H -1.5764 -1.6916 -3.2638
O -1.2448 -2.6419 -3.4685
H 3.2823 2.0300 -1.1444
H 4.0057 0.7424 -0.4763
O 4.0339 1.6575 -0.8545
H -1.7380 3.4568 -2.5188
H -2.1486 2.1805 -1.8838
O -2.2960 3.1151 -1.8051
H 1.1811 2.3884 -2.0979
H 1.7170 3.7819 -2.2934
O 0.9498 3.3007 -2.1271
H 0.2172 -2.8644 2.2208
H 0.6687 -1.5520 3.0182
O 0.8548 -2.4864 2.6509
H 2.7068 -2.2311 2.2590
H 2.6652 -1.0913 1.2195
O 3.0085 -1.3169 2.0296
H -1.7793 3.0844 0.7430
H -0.4626 3.3218 -0.2155
O -0.7950 3.2030 0.7578
H 0.5217 -2.4065 0.1548
H 0.5243 -0.9187 0.7989
O 0.6888 -1.4403 -0.0757
H -1.1069 2.0454 3.5334
H -1.7036 0.8935 4.3145
O -1.5826 1.8933 4.1859
H 1.4972 0.4006 -1.4696
H 2.6945 0.7759 -2.3763
O 1.7796 0.8195 -2.2192
H -0.7113 0.0690 -3.4514
H 0.1042 1.3234 -3.1849
O -0.8336 1.0627 -3.3120
H 1.5762 1.3708 2.9211
H 0.9168 0.9039 4.1558
O 0.7662 1.0294 3.1518
H -1.7840 -2.8341 0.3098
H -1.5402 -2.3053 1.6446
O -1.4231 -3.1217 1.1312
H 4.2253 -1.5205 -0.9013
H 2.7138 -1.4162 -0.7466
O 3.4265 -1.1119 -1.2859
H -2.0731 -2.1447 3.5212
H -0.7734 -1.2338 3.8670
O -1.5717 -1.3900 3.3144
```

Properties
LUMO ... -0.32 eV
ΔE to the lowest compared entry with this formula, charge and spin ... 102.1 kcal per mole
Gap between HOMO and LUMO ... 9.298 eV

=====

[5]
A 2-piece molecular cluster, CH5PS2 overall in a non-equilibrium geometry, computed with ωB97M-V/def2-TZVPD.

Geometry as XYZ:
```
9
CH5PS2 | the Open Molecules 2025 dataset | ωB97M-V/def2-TZVPD
C -0.4510 0.2710 -0.6186
P 0.7329 -0.8597 0.2523
S 2.6216 -0.0352 3.2717
S 2.4477 0.0561 -0.1869
H -0.0280 1.2622 -0.5189
H -1.5133 0.0909 -0.2923
H -0.3885 -0.1211 -1.6593
H 0.8159 -2.0701 -0.2990
H 2.6689 -1.3936 2.8287
```

Properties
LUMO (spin up / spin down) ... -1.78 / -2.22 eV
ΔE to the lowest compared entry with this formula, charge and spin ... 80.4 kcal per mole
Gap between HOMO and LUMO (spin up / spin down) ... 7.299 / 6.189 eV